14
Properties=species:S:1:pos:R:3:forces:R:3:lowdin_charge:R:1 method="wB97M-V/def2-TZVPD" de_lowest_ev=7.2418 molar_mass_g_mol=114.11 spin_multiplicity=1 gap_ev="10.17 / 8.33"
C 2.027783 1.164166 0.061827 -0.20 -0.31 -0.03 -0.1654
C 0.866789 0.406370 -0.078582 -0.92 -0.15 -0.28 -0.0724
C -2.377734 -0.628514 0.355769 0.26 -0.73 -0.30 -0.0907
N 3.034214 0.306856 0.071449 0.84 -0.10 0.06 0.0388
N 1.160439 -0.872868 -0.157390 -0.52 0.08 -0.06 0.0254
N 2.479789 -0.882900 -0.060211 0.06 0.45 0.06 -0.1014
N -1.523897 1.395999 -0.460889 1.10 0.24 0.36 0.0788
O -2.210880 0.766192 0.480729 -0.26 0.45 -0.03 -0.2403
H 2.155620 2.220136 0.150780 0.13 0.24 0.03 0.0875
H -2.922200 -0.953836 1.239972 0.03 0.02 -0.06 0.0915
H -1.385788 -1.102379 0.318514 -0.21 0.07 0.06 0.0649
H -2.940115 -0.896516 -0.548534 0.06 0.18 0.12 0.0928
H 3.026308 -1.730624 -0.085912 -0.10 0.16 0.01 0.1526
H -1.390333 0.807918 -1.287523 -0.26 -0.59 0.05 0.0378